one | Formula: C3H2N2O2S
Source: OMol25
Level of theory: the ωB97M-V functional and the def2-TZVPD basis

CARTESIAN COORDINATES (ANGSTROEM)
C (1.80653, -0.80845, 0.05242)
C (0.40433, -0.32152, -0.02803)
C (-1.60730, -0.09651, -0.06224)
H (1.85981, -1.96321, 0.42400)
H (-1.38212, 2.10920, -0.37583)
N (-0.64473, -0.97708, -0.06161)
N (-1.03542, 1.21562, 0.10365)
O (-2.80946, -0.35658, -0.04842)
O (0.33939, 0.99964, 0.06718)
S (3.06897, 0.19888, -0.07112)

Its total charge is 0. As for the HOMO energy: -9.868 eV. Its HOMO-LUMO gap is 7.93 eV. As for the lowest unoccupied orbital energy: -1.942 eV. The spin multiplicity is 1.



two | Formula: C3H2N2O2S
Source: OMol25
Level of theory: the ωB97M-V functional and the def2-TZVPD basis

CARTESIAN COORDINATES (ANGSTROEM)
O (2.26047, 0.75516, -1.08363)
C (1.31766, 0.28318, -0.53185)
N (0.14774, 1.01080, -0.40380)
C (-0.77373, 0.42214, 0.35829)
S (-2.42897, 1.21398, 0.22403)
N (-0.76794, -0.84727, 0.85565)
C (0.37147, -1.46539, 0.49633)
O (1.44082, -1.14300, -0.21611)
H (-1.89211, 2.24771, -0.39922)
H (0.32460, -2.47729, 0.70033)

Its total charge is 0. As for the HOMO energy: -10.122 eV. The SMILES is O=c1nc(S)nco1. Its HOMO-LUMO gap is 9.25 eV. As for the lowest unoccupied orbital energy: -0.877 eV. The spin multiplicity is 1.



Decreasing stability: two, one



one | Formula: C2HBrO
Source: OMol25
Level of theory: the ωB97M-V functional and the def2-TZVPD basis

CARTESIAN COORDINATES (ANGSTROEM)
C (-0.80194, -1.66435, 0.08745)
C (2.29721, -1.59908, 0.16997)
O (-0.69632, -0.69039, -0.46336)
Br (1.83336, 0.00216, 0.75181)
H (1.49569, -2.29998, 0.69429)

Its total charge is 0. As for the HOMO energy: -9.091 eV. Its HOMO-LUMO gap is 8.04 eV. As for the lowest unoccupied orbital energy: -1.046 eV. The spin multiplicity is 1.



two | Formula: C2HBrO
Source: OMol25
Level of theory: the ωB97M-V functional and the def2-TZVPD basis

CARTESIAN COORDINATES (ANGSTROEM)
Br (2.20951, 0.47336, 0.09286)
C (0.45270, -0.01346, 0.08198)
C (-0.82284, 0.25054, -0.40578)
O (-0.11657, -1.17744, 0.10866)
H (-1.72280, 0.46699, 0.12227)

Its total charge is 0. As for the HOMO energy (spin up / spin down): -8.745 / -8.745 eV. The SMILES is BrC1=CO1. Its HOMO-LUMO gap (spin up / spin down) is 8.76 / 8.76 eV. As for the lowest unoccupied orbital energy (spin up / spin down): 0.017 / 0.017 eV. The spin multiplicity is 1.



Decreasing stability: one, two



one | Formula: C4H10NOP
Source: OMol25
Level of theory: the ωB97M-V functional and the def2-TZVPD basis

CARTESIAN COORDINATES (ANGSTROEM)
C (-1.44675, 1.87784, -1.78114)
P (-1.61057, 1.28046, 0.04216)
C (-0.63967, -0.59118, 0.00216)
O (-1.08526, -1.53907, -0.57780)
N (0.63717, -0.60511, 0.49644)
C (1.47917, -1.84460, 0.35315)
C (1.06582, 0.21807, 1.55502)
H (-1.23237, 0.90027, -2.26021)
H (-0.70765, 2.65649, -1.84720)
H (-2.51477, 2.12109, -1.95347)
H (-2.71625, 0.64119, -0.52037)
H (1.35444, -2.62548, 1.15224)
H (1.21860, -2.31241, -0.54237)
H (2.54856, -1.58045, 0.39957)
H (1.35795, -0.39688, 2.35173)
H (1.97874, 0.81289, 1.27799)
H (0.31283, 0.98689, 1.85209)

Its total charge is 0. As for the HOMO energy: -8.702 eV. The SMILES is CPC(=O)N(C)C. Its HOMO-LUMO gap is 9.59 eV. As for the lowest unoccupied orbital energy: 0.886 eV. The spin multiplicity is 1.



two | Formula: C4H10NOP
Source: OMol25
Level of theory: the ωB97M-V functional and the def2-TZVPD basis

CARTESIAN COORDINATES (ANGSTROEM)
C (1.02804, 2.10992, -0.37429)
N (0.32450, 0.70268, 0.53255)
C (-1.11062, 0.45798, 0.40584)
C (-1.34552, -1.03257, 0.20609)
C (-0.26445, -1.62675, -0.58641)
P (1.15870, -0.76507, 0.31621)
O (2.51338, -0.60483, -0.11066)
H (0.34886, 2.85152, 0.00977)
H (1.96025, 2.29965, -0.04191)
H (1.21854, 1.74620, -1.30223)
H (-1.34768, 0.89908, -0.59284)
H (-1.83782, 0.95506, 1.22873)
H (-1.29403, -1.60076, 1.22895)
H (-2.22731, -1.21768, -0.37972)
H (-0.01767, -2.76494, -0.50426)
H (-0.12843, -1.19826, -1.61581)
H (1.02124, -1.21123, 1.57998)

Its total charge is 0. As for the HOMO energy: -8.856 eV. The SMILES is CN1CCC[P@H]1=O. Its HOMO-LUMO gap is 9.81 eV. As for the lowest unoccupied orbital energy: 0.956 eV. The spin multiplicity is 1.



Decreasing stability: one, two



one | Formula: H30O15
Source: OMol25
Level of theory: the ωB97M-V functional and the def2-TZVPD basis

CARTESIAN COORDINATES (ANGSTROEM)
O (2.80218, 2.82752, 0.87254)
H (3.48878, 3.21829, 1.45359)
H (2.77523, 1.92205, 1.11882)
O (-0.12717, 0.44439, 3.07633)
H (-0.80022, 0.94818, 2.57030)
H (0.72391, 0.92866, 3.11289)
O (2.51493, 0.27229, 1.36678)
H (2.42850, -0.62243, 1.05876)
H (2.98478, 0.08954, 2.18171)
O (-1.09566, 2.86825, -0.12891)
H (-1.49085, 2.30663, -0.78934)
H (-0.23185, 3.01385, -0.49204)
O (-2.68001, -0.13329, 0.68670)
H (-2.69303, -0.38930, 1.61510)
H (-3.53184, -0.38879, 0.35124)
O (2.89614, 0.73701, -1.51268)
H (3.46782, 1.30013, -1.99596)
H (2.07655, 0.76463, -1.99948)
O (0.40460, 1.12273, -2.90400)
H (-0.49800, 1.14303, -2.59995)
H (0.22970, 0.86609, -3.80030)
O (1.06630, -2.16457, -2.06056)
H (1.05256, -1.34018, -1.66485)
H (0.43217, -2.02395, -2.76314)
O (2.33372, -2.44841, 1.03969)
H (2.63329, -3.32775, 1.29240)
H (1.39642, -2.45473, 1.20859)
O (-2.18032, 1.60990, -2.19693)
H (-2.67481, 1.02949, -2.74066)
H (-2.19705, 2.44194, -2.60615)
O (-0.13476, -3.68228, -0.32451)
H (0.39044, -3.14801, -0.91226)
H (-0.30478, -3.23151, 0.51452)
O (-2.10477, -1.68779, -1.77694)
H (-2.95753, -1.35915, -2.03335)
H (-2.11628, -1.99468, -0.85046)
O (-0.63555, -2.17397, 1.88007)
H (-0.37843, -1.33451, 1.55480)
H (-0.43628, -2.20243, 2.80840)
O (0.02461, -0.28159, -0.15935)
H (0.63103, 0.43364, -0.03984)
H (-0.83589, 0.10464, 0.00813)
O (-2.03536, 2.16415, 2.50675)
H (-2.74260, 1.52387, 2.52999)
H (-1.87062, 2.30838, 1.54357)

Its total charge is 0. As for the HOMO energy: -9.632 eV. Its HOMO-LUMO gap is 9.07 eV. As for the lowest unoccupied orbital energy: -0.561 eV. The spin multiplicity is 1.



two | Formula: H30O15
Source: OMol25
Level of theory: the ωB97M-V functional and the def2-TZVPD basis

CARTESIAN COORDINATES (ANGSTROEM)
O (0.67239, -3.11585, -0.51914)
H (0.29925, -2.24504, -0.75706)
H (-0.08231, -3.72210, -0.65158)
O (-1.49159, -1.29303, -2.87316)
H (-1.24086, -2.03005, -3.45756)
H (-0.65321, -0.84522, -2.82833)
O (-1.79606, 0.52543, 1.57816)
H (-1.46003, -0.01397, 0.89790)
H (-2.66891, 0.57525, 1.23134)
O (-0.27506, 0.62908, 3.90496)
H (-0.78719, 0.69088, 3.09160)
H (-0.88232, 1.01539, 4.59193)
O (-3.09383, 0.98574, -3.08120)
H (-2.91738, 1.91458, -3.19465)
H (-2.27549, 0.64810, -2.76749)
O (1.43809, 0.82030, 1.61122)
H (1.31880, 1.28116, 2.41538)
H (1.81055, -0.00850, 1.88063)
O (-0.96952, 1.81436, -1.50037)
H (-0.39120, 2.12568, -2.19067)
H (-1.65195, 2.49607, -1.35462)
O (0.80376, -0.11620, -3.05928)
H (1.23407, 0.63844, -2.65694)
H (1.37847, -0.89346, -2.98494)
O (2.95092, -0.55002, -0.56234)
H (3.89567, -0.46193, -0.43336)
H (2.93529, -1.15768, -1.30070)
O (2.10436, -1.82350, 1.80918)
H (2.38648, -1.57894, 0.94386)
H (2.41769, -2.67085, 2.04827)
O (3.31310, 2.40147, 1.09601)
H (2.62354, 1.73358, 1.32807)
H (3.03440, 3.23519, 1.49040)
O (-0.11956, -0.33071, -0.36528)
H (0.36906, -0.03264, 0.45936)
H (-0.35516, 0.44864, -0.83006)
O (-0.77438, 2.89470, 1.13953)
H (-1.08716, 2.01647, 1.33919)
H (-0.18692, 2.85013, 0.37382)
O (-3.24215, -0.54924, -0.52554)
H (-4.03312, -0.50293, -1.07107)
H (-2.38681, -0.50774, -0.97822)
O (-0.41006, -2.31963, 2.12175)
H (-0.10736, -2.49160, 3.06527)
H (0.35370, -2.47980, 1.52573)

Its total charge is 0. As for the HOMO energy: -10.115 eV. Its HOMO-LUMO gap is 9.74 eV. As for the lowest unoccupied orbital energy: -0.371 eV. The spin multiplicity is 1.



three | Formula: H30O15
Source: OMol25
Level of theory: the ωB97M-V functional and the def2-TZVPD basis

CARTESIAN COORDINATES (ANGSTROEM)
O (-2.09278, -0.63225, -1.26420)
H (-1.86866, -1.46935, -1.62702)
H (-1.27809, -0.24720, -0.93410)
O (-2.90670, -1.91506, 0.99570)
H (-3.44244, -2.45788, 0.44271)
H (-2.63472, -1.37288, 0.23037)
O (0.14150, 0.39784, -0.09186)
H (0.55304, -0.46371, 0.07676)
H (-0.42392, 0.41389, 0.69779)
O (-3.99645, 1.09768, 0.39846)
H (-4.14732, 0.61753, 1.22666)
H (-3.07330, 1.35681, 0.41504)
O (2.36292, 0.54264, 1.99811)
H (2.31288, 0.10031, 2.84830)
H (2.59571, -0.19734, 1.41133)
O (3.31299, -0.59368, -1.19010)
H (3.98225, -0.57174, -1.83798)
H (2.73407, 0.05991, -1.57016)
O (0.80006, -1.52286, -2.65434)
H (1.72843, -1.51996, -2.71374)
H (0.51626, -0.70885, -3.07862)
O (2.99290, -2.11941, 1.05293)
H (2.12447, -2.52246, 0.92369)
H (3.17413, -1.71060, 0.21154)
O (-0.04688, 2.93871, 2.36221)
H (-0.47972, 2.09596, 2.18733)
H (-0.52434, 3.66843, 1.92639)
O (-0.08403, 2.57626, -2.46463)
H (-0.53271, 1.76738, -2.65006)
H (-0.54018, 3.26540, -2.96672)
O (1.50126, 2.66511, -0.10947)
H (1.01750, 1.79435, 0.03811)
H (1.11733, 3.23918, -0.77263)
O (-1.23630, 0.36042, 2.23382)
H (-0.97267, -0.46679, 2.55628)
H (-2.17091, 0.43014, 2.54820)
O (-1.81418, 2.96065, -0.22434)
H (-1.17940, 2.81405, -0.92607)
H (-1.74910, 3.90777, -0.02110)
O (1.88320, -3.80331, -0.86003)
H (1.57896, -4.39871, -0.18594)
H (1.16474, -3.20136, -0.98637)
O (0.15041, -2.19782, 0.61805)
H (-0.52176, -2.67482, 0.17517)
H (-0.02842, -2.30238, 1.55454)

Its total charge is 0. As for the HOMO energy: -9.292 eV. Its HOMO-LUMO gap is 8.91 eV. As for the lowest unoccupied orbital energy: -0.379 eV. The spin multiplicity is 1.



Decreasing stability: one, two, three